No. 1
A single C20H23N3O2S molecule in a non-equilibrium geometry, computed with ωB97M-V/def2-TZVPD.

- E_HOMO (eV) = -8.3
- SMILES = CCOc1ccc2nc(SCC(=O)N3CCCCCC3)c(C#N)cc2c1
- ΔE to the lowest compared entry with this formula, charge and spin (kJ/mol) = 98.5
- frontier orbital gap (eV) = 7.7
- F_max (eV/Å) = 1.12
- LUMO level (eV) = -0.6022

```
49
C20H23N3O2S, DFT ωB97M-V/def2-TZVPD
C -7.40 -1.41 -0.03
C -5.93 -1.36 0.34
O -5.43 -0.10 -0.07
C -4.13 0.21 0.15
C -3.20 -0.65 0.77
C -1.90 -0.25 0.95
C -1.46 1.01 0.53
N -0.18 1.37 0.72
C 0.24 2.54 0.34
S 1.92 2.98 0.59
C 2.51 1.55 1.57
C 3.80 0.97 1.00
O 4.85 1.18 1.57
N 3.72 0.25 -0.14
C 2.48 -0.13 -0.78
C 1.86 -1.38 -0.14
C 2.62 -2.67 -0.48
C 4.11 -2.61 -0.15
C 4.89 -1.73 -1.12
C 4.95 -0.26 -0.71
C -0.61 3.49 -0.31
C -0.11 4.74 -0.72
N 0.28 5.76 -1.07
C -1.92 3.15 -0.52
C -2.40 1.88 -0.10
C -3.72 1.46 -0.28
H -7.94 -0.61 0.47
H -7.82 -2.36 0.27
H -7.52 -1.29 -1.10
H -5.38 -2.17 -0.17
H -5.81 -1.47 1.43
H -3.50 -1.62 1.10
H -1.18 -0.91 1.43
H 2.74 1.93 2.57
H 1.68 0.85 1.60
H 2.69 -0.32 -1.84
H 1.76 0.69 -0.73
H 0.83 -1.47 -0.49
H 1.85 -1.26 0.94
H 2.50 -2.89 -1.54
H 2.16 -3.49 0.08
H 4.51 -3.63 -0.20
H 4.25 -2.25 0.87
H 4.46 -1.83 -2.12
H 5.92 -2.08 -1.19
H 5.72 -0.11 0.06
H 5.23 0.36 -1.58
H -2.60 3.84 -1.00
H -4.44 2.11 -0.75
```

Atom charges from the Löwdin analysis, given in e for atoms 1 to 2: -0.063, -0.261


No. 2
A single C20H23N3O3 molecule, computed with ωB97M-V/def2-TZVPD.

- E_HOMO (eV) = -8.6
- SMILES = Cc1ccc(NC(=O)CCC(=O)NNC(=O)Cc2ccccc2)cc1C
- ΔE to the lowest compared entry with this formula, charge and spin (kJ/mol) = 46.7
- frontier orbital gap (eV) = 9.1
- F_max (eV/Å) = 0.92
- LUMO level (eV) = 0.4611

```
49
C20H23N3O3, DFT ωB97M-V/def2-TZVPD
C 1.68 -4.33 3.49
C 0.81 -3.43 2.66
C -0.06 -3.96 1.72
C -0.86 -3.15 0.95
C -0.80 -1.77 1.09
N -1.62 -0.98 0.26
C -1.71 0.36 0.17
O -1.11 1.14 0.88
C -2.67 0.80 -0.93
C -3.04 2.29 -0.86
C -2.01 3.20 -1.52
O -2.20 3.77 -2.57
N -0.87 3.30 -0.80
N 0.19 4.12 -1.15
C 1.00 4.00 -2.24
O 1.84 4.84 -2.45
C 0.76 2.80 -3.12
C 0.89 1.47 -2.42
C 0.23 0.36 -2.92
C 0.40 -0.89 -2.34
C 1.22 -1.03 -1.23
C 1.87 0.08 -0.71
C 1.71 1.32 -1.30
C 0.07 -1.22 2.03
C 0.87 -2.04 2.81
C 1.81 -1.42 3.81
H 1.47 -4.18 4.55
H 1.50 -5.37 3.24
H 2.73 -4.10 3.33
H -0.12 -5.03 1.60
H -1.53 -3.58 0.22
H -2.16 -1.53 -0.39
H -2.20 0.58 -1.90
H -3.58 0.20 -0.86
H -3.98 2.45 -1.39
H -3.16 2.58 0.18
H -0.75 2.69 0.01
H 0.28 4.99 -0.63
H 1.50 2.84 -3.93
H -0.23 2.90 -3.57
H -0.40 0.46 -3.79
H -0.11 -1.75 -2.75
H 1.36 -2.00 -0.78
H 2.50 -0.03 0.15
H 2.23 2.18 -0.91
H 0.12 -0.15 2.15
H 1.58 -1.77 4.81
H 1.72 -0.34 3.79
H 2.84 -1.69 3.59
```

Atom charges from the Löwdin analysis, given in e for atoms 1 to 2: -0.048, -0.243


No. 3
A single C20H23N3O4S2 molecule in a non-equilibrium geometry, computed with ωB97M-V/def2-TZVPD.

- E_HOMO (eV) = -8.6
- SMILES = CCN(CC)S(=O)(=O)c1cccc(-c2nnc(SCCOc3ccccc3)o2)c1
- ΔE to the lowest compared entry with this formula, charge and spin (kJ/mol) = 213.7
- frontier orbital gap (eV) = 8.6
- F_max (eV/Å) = 1.83
- LUMO level (eV) = -0.0801

```
52
C20H23N3O4S2, DFT ωB97M-V/def2-TZVPD
C -3.69 -1.80 -1.98
C -4.54 -2.33 -0.83
N -5.54 -1.41 -0.34
C -6.53 -0.87 -1.24
C -7.44 -1.95 -1.81
S -5.12 -0.48 0.97
O -6.31 0.18 1.43
O -4.39 -1.31 1.88
C -4.00 0.78 0.33
C -4.52 1.88 -0.32
C -3.65 2.83 -0.85
C -2.28 2.66 -0.73
C -1.77 1.54 -0.06
C -0.34 1.38 0.07
N 0.58 2.18 -0.38
N 1.77 1.67 -0.04
C 1.52 0.57 0.61
S 2.65 -0.52 1.31
C 4.19 0.35 0.88
C 4.53 0.24 -0.60
O 5.83 0.69 -0.87
C 6.91 -0.09 -0.56
C 6.84 -1.39 -0.05
C 8.02 -2.08 0.21
C 9.25 -1.51 -0.03
C 9.31 -0.22 -0.54
C 8.15 0.48 -0.80
O 0.20 0.32 0.71
C -2.64 0.59 0.47
H -3.23 -0.85 -1.72
H -2.92 -2.52 -2.21
H -4.30 -1.66 -2.88
H -5.04 -3.25 -1.13
H -3.91 -2.55 0.03
H -6.06 -0.30 -2.06
H -7.12 -0.18 -0.64
H -8.25 -1.49 -2.36
H -7.86 -2.55 -1.00
H -6.90 -2.61 -2.49
H -5.59 2.00 -0.38
H -4.04 3.69 -1.36
H -1.59 3.38 -1.14
H 4.08 1.40 1.17
H 4.97 -0.12 1.49
H 4.40 -0.80 -0.95
H 3.87 0.89 -1.18
H 5.90 -1.87 0.15
H 7.95 -3.09 0.60
H 10.15 -2.06 0.18
H 10.27 0.24 -0.73
H 8.18 1.48 -1.20
H -2.28 -0.27 1.00
```

Atom charges from the Löwdin analysis, given in e for atoms 1 to 2: -0.061, -0.245


No. 4
A single C20H23N7O2 molecule in a non-equilibrium geometry, computed with ωB97M-V/def2-TZVPD.

- E_HOMO (eV) = -7.8
- SMILES = COc1cccc(N2CCN(CC(=O)Nc3ccc(-n4cnnn4)cc3)CC2)c1
- ΔE to the lowest compared entry with this formula, charge and spin (kJ/mol) = 353.7
- frontier orbital gap (eV) = 8.1
- F_max (eV/Å) = 1.77
- LUMO level (eV) = 0.3027

```
52
C20H23N7O2, DFT ωB97M-V/def2-TZVPD
C -0.74 4.06 1.90
O -1.09 3.14 0.90
C -2.04 2.19 1.18
C -2.70 2.07 2.39
C -3.64 1.06 2.53
C -3.91 0.18 1.51
C -3.23 0.28 0.28
N -3.56 -0.59 -0.75
C -3.68 -2.01 -0.47
C -2.30 -2.68 -0.50
N -1.70 -2.49 -1.81
C -0.48 -3.26 -2.01
C 0.62 -2.84 -1.04
O 0.73 -3.31 0.07
N 1.40 -1.82 -1.52
C 2.35 -1.06 -0.86
C 2.68 -1.25 0.48
C 3.62 -0.44 1.09
C 4.25 0.57 0.37
N 5.19 1.37 1.01
C 6.06 2.30 0.53
N 6.74 2.79 1.53
N 6.31 2.16 2.62
N 5.40 1.33 2.34
C 3.93 0.77 -0.97
C 2.99 -0.04 -1.57
C -1.57 -1.08 -2.12
C -2.96 -0.43 -2.05
C -2.30 1.31 0.14
H -0.33 3.55 2.78
H 0.02 4.70 1.47
H -1.60 4.67 2.20
H -2.51 2.74 3.22
H -4.18 0.97 3.46
H -4.67 -0.57 1.65
H -4.13 -2.17 0.51
H -4.32 -2.46 -1.23
H -2.40 -3.75 -0.32
H -1.68 -2.25 0.30
H -0.72 -4.31 -1.82
H -0.17 -3.15 -3.05
H 1.23 -1.54 -2.48
H 2.20 -2.04 1.04
H 3.88 -0.58 2.13
H 6.16 2.58 -0.49
H 4.40 1.56 -1.54
H 2.73 0.12 -2.61
H -1.17 -0.98 -3.14
H -0.90 -0.56 -1.42
H -2.90 0.63 -2.31
H -3.61 -0.92 -2.78
H -1.75 1.46 -0.77
```

Atom charges from the Löwdin analysis, given in e for atoms 1 to 2: -0.094, -0.087


No. 5
A single C20H23NS3 molecule in a non-equilibrium geometry, computed with ωB97M-V/def2-TZVPD.

- E_HOMO (eV) = -8.4
- SMILES = c1ccc(C2(CC[C@@]3(c4ccccc4)NCCS3)SCCS2)cc1
- ΔE to the lowest compared entry with this formula, charge and spin (kJ/mol) = 0.0
- frontier orbital gap (eV) = 9.0
- F_max (eV/Å) = 2.13
- LUMO level (eV) = 0.6341

```
47
C20H23NS3, DFT ωB97M-V/def2-TZVPD
C -2.51 -4.25 1.20
C -2.99 -3.67 0.00
C -2.17 -2.84 -0.75
C -0.88 -2.57 -0.34
C 0.07 -1.76 -1.21
C 0.52 -0.47 -0.45
C -0.62 0.50 0.11
C -0.15 1.62 1.05
C 0.87 2.51 0.36
C 0.49 3.41 -0.63
C 1.44 4.25 -1.22
C 2.75 4.20 -0.88
C 3.16 3.31 0.13
C 2.21 2.53 0.78
N -1.28 2.43 1.53
C -1.00 3.11 2.78
C -0.52 1.97 3.69
S 0.49 0.87 2.65
S -0.65 -1.34 -2.87
C 0.67 -2.05 -3.93
C 1.11 -3.37 -3.31
S 1.50 -2.84 -1.58
C -0.42 -3.09 0.88
C -1.19 -3.99 1.63
H -3.13 -4.89 1.77
H -3.99 -3.90 -0.31
H -2.62 -2.38 -1.63
H 1.17 0.10 -1.10
H 1.14 -0.73 0.38
H -1.13 1.01 -0.69
H -1.40 -0.14 0.59
H -0.57 3.47 -0.89
H 1.13 4.98 -1.99
H 3.44 4.83 -1.40
H 4.20 3.27 0.46
H 2.58 1.90 1.59
H -2.12 1.84 1.62
H -1.85 3.63 3.19
H -0.18 3.85 2.64
H 0.06 2.36 4.55
H -1.36 1.40 4.07
H 1.50 -1.39 -4.11
H 0.25 -2.30 -4.93
H 1.93 -3.90 -3.85
H 0.30 -4.10 -3.31
H 0.63 -2.96 1.18
H -0.87 -4.43 2.57
```

Atom charges from the Löwdin analysis, given in e for atoms 1 to 2: -0.075, -0.074